Below is a molecular structure, C25H37ClO24PS at a distorted geometry, with properties calculated with ωB97M-V/def2-TZVPD.

```
89
Properties=species:S:1:pos:R:3:forces:R:3:mulliken_charge:R:1
H -2.26712 5.61804 -3.75024 -0.1 0.1 0.1 0.267
C -3.54370 7.71937 -2.68360 0.0 0.0 0.4 -1.440
O 4.48791 -0.22967 1.32044 -1.0 -2.9 -0.5 -0.714
H 8.32595 2.65594 1.12296 -0.1 -0.1 0.1 0.357
C 1.67875 4.34614 1.05461 0.6 0.6 0.3 0.807
O -2.77924 -8.05053 -0.50399 0.1 -0.3 0.2 -0.222
C -0.13759 6.82505 -2.52343 0.3 0.0 0.1 0.697
O 6.38897 2.14947 4.36958 0.7 0.4 0.2 -0.268
H 0.97550 -8.63668 -0.15080 -0.1 0.1 -0.1 0.369
C -0.28765 3.29450 1.28291 -0.1 -0.3 0.2 0.563
C -5.02859 -5.11700 -1.11829 -0.4 -0.3 -0.1 -0.227
O 1.41416 -1.98025 2.61710 -0.4 0.7 -0.2 -0.245
H -1.84530 8.66294 -3.60630 0.1 -0.1 0.0 0.266
C 0.61478 -9.22130 -0.99994 0.1 -0.2 0.3 -1.461
C 2.50881 5.38513 1.77195 0.0 -0.1 0.5 -1.636
H -5.61076 -3.94966 0.60309 0.0 0.0 -0.1 0.233
H -1.95466 6.75050 -5.08549 0.2 0.0 0.0 0.313
H 3.12486 4.91606 2.54147 0.1 0.0 -0.1 0.378
C 0.67601 4.92996 0.10047 0.3 -0.3 -0.4 -0.718
C -2.64927 -9.12003 0.33198 -0.2 -0.2 0.4 0.595
C -3.29615 0.28397 -0.60560 -0.3 -0.3 0.4 -0.612
C -3.22615 0.76199 -2.02557 -0.8 0.4 -0.4 0.760
H 0.98244 -10.23906 -0.85859 0.0 0.0 -0.1 0.359
O 8.54943 2.31973 3.79380 -0.2 0.1 0.5 -0.377
P 0.88278 -0.44863 2.04749 0.4 0.9 -1.0 0.529
H -4.38629 2.55558 -1.70877 0.0 -0.1 0.1 0.350
C -1.18557 0.82841 -1.10082 0.4 0.2 0.2 0.516
H 8.11383 0.40333 3.18882 -0.1 0.0 0.1 0.234
H -4.24124 -5.81011 -1.42710 0.0 0.0 0.2 0.093
O 2.41071 -4.18364 2.06603 -0.7 1.4 -0.5 -0.571
H -3.66519 -4.61157 2.02166 -0.1 0.0 0.0 0.411
H -0.94920 -7.11646 -0.45110 0.1 -0.1 0.0 0.317
H -3.18460 -0.07030 -2.72895 0.0 0.0 0.1 0.306
C -2.10324 7.70627 -3.14066 -1.0 0.1 0.1 0.515
O 4.26278 -1.58281 3.03416 -0.8 -2.1 -0.4 -0.621
O -1.46526 -9.75688 0.13143 -0.6 0.3 -0.1 -0.350
H -3.64105 1.05168 0.09463 0.1 0.1 -0.1 0.349
H 9.57027 1.46787 1.46024 -0.1 -0.1 0.0 0.357
C 8.49004 1.63109 1.46504 0.4 0.2 0.0 -1.470
O -3.88691 -3.31751 -0.31851 -0.3 0.2 -0.6 -0.295
H -5.97617 -5.65268 -1.07363 0.0 0.2 -0.2 0.311
S 2.07405 -2.91406 1.39946 1.2 -2.1 -0.1 0.689
H -3.70116 8.50326 -1.94073 0.0 0.0 -0.1 0.359
O 0.83542 3.63846 1.97229 -0.6 -0.1 -0.5 -0.347
O -3.89032 -2.13835 -2.24135 -0.2 -0.4 0.0 -0.502
C -0.89519 -9.20949 -1.06299 1.0 0.0 -0.2 0.469
C -4.71230 -4.38741 0.15657 0.3 -0.7 0.8 0.461
O -0.75545 -0.49180 1.70665 1.5 -1.0 2.1 -0.319
H 3.15894 5.91552 1.07408 0.0 -0.1 0.0 0.387
C -1.48948 -7.82922 -1.08108 -0.1 0.4 -0.4 -0.526
O -3.46485 -9.44524 1.13392 0.1 0.1 -0.2 -0.540
C -4.34332 1.70937 -2.39946 0.2 0.4 -0.1 -1.582
H 1.87105 6.11278 2.28048 0.0 0.0 -0.1 0.371
H 2.32897 3.61649 0.56244 -0.1 0.0 0.0 0.301
C 7.61314 2.59822 4.74235 -0.3 0.1 0.2 0.653
C -4.25478 -3.07683 -1.60357 0.2 0.1 -0.1 0.550
C -3.97947 -5.22638 1.17639 0.3 0.2 0.2 -1.245
H 1.08721 5.09778 -0.89386 -0.2 -0.5 0.5 0.420
O -1.93135 -0.00425 -0.31610 -0.3 0.5 -1.2 -0.052
H 0.22388 5.85884 0.46129 0.2 0.0 0.1 0.245
H 6.20980 2.68072 2.38920 0.2 0.0 0.0 0.232
H -3.91388 -0.60311 -0.49266 0.2 0.0 0.0 0.107
H -3.07250 -5.65881 0.74992 -0.1 0.0 -0.1 0.090
H 1.04759 -8.81400 -1.91497 -0.1 0.0 0.0 0.372
H 5.81235 0.97682 2.73045 -0.1 0.1 0.1 0.102
O -0.33438 3.92134 0.07522 -0.1 -0.1 0.5 -0.189
H -4.21905 7.88921 -3.52392 0.1 0.0 0.0 0.380
O -0.36382 6.38428 -3.79074 0.0 0.1 0.4 -0.311
O 7.84019 3.16901 5.76678 0.1 -0.1 -0.2 -0.590
O -1.21609 7.49797 -2.03830 0.5 -0.2 -0.3 -0.331
C 6.48515 1.80255 2.98174 -0.7 -0.7 -0.2 -0.214
C -1.76050 6.54557 -4.03291 -0.1 -0.1 -0.5 -0.475
H -4.17382 2.12550 -3.39492 -0.1 -0.1 0.0 0.345
H 8.02580 0.94529 0.75496 -0.1 0.0 0.1 0.382
Cl 0.96584 0.76235 3.78299 -0.5 -1.1 -0.5 -0.286
H -5.30811 1.19908 -2.39011 0.1 -0.1 0.0 0.355
O 3.52991 -2.28750 0.89912 -1.7 0.1 1.4 -0.229
H -1.24350 -9.80998 -1.90955 -0.1 0.1 0.0 0.256
O 0.86885 6.63831 -1.91733 -0.2 0.9 -0.8 -0.599
O -0.01986 1.01067 -0.96810 -0.2 -0.1 -0.2 -0.509
O -5.08486 -4.04878 -2.06828 0.3 0.3 0.1 -0.365
O -1.12763 2.54920 1.68184 0.0 0.2 -0.1 -0.531
H -0.97089 -1.17805 1.05368 0.2 0.3 0.1 0.335
H -1.57523 -7.41998 -2.08759 -0.2 0.0 0.1 0.386
H -4.61206 -6.03525 1.54523 0.0 0.0 -0.1 0.411
C 4.12678 -1.36814 1.83627 2.5 5.6 0.5 0.521
C 7.93113 1.42863 2.85356 0.1 0.0 -0.9 0.611
O -1.95915 1.42644 -2.05274 0.3 -0.3 0.4 -0.393
H -3.81011 6.77471 -2.20410 0.1 0.0 -0.1 0.323
```
Positions in Å, forces in eV/Å.

Values from the calculation:
- F_max: 6.16 eV/A
- HOMO level: -4.76 eV
- Net charge: -1
- Lowest unoccupied orbital energy: 1.72 eV